DFT (ωB97M-V/def2-TZVPD) results for C22H49ErN2OP3S as an isolated structure in a non-equilibrium geometry.

Geometry as ORCA input:
```
! RIJCOSX wB97M-V def2-TZVPD def2/J DEFGRID3
* xyz 3 4
Er 0.54346 -1.16268 -0.34076
S 2.48650 -0.87536 -4.36984
P -0.67773 1.82058 0.94531
P -2.34304 -0.87627 -0.68357
P 2.53314 1.10540 -0.41481
O 0.46094 -1.39372 1.82555
N 1.52037 -1.04644 3.81053
N -0.85647 -1.14846 3.70920
C 2.18975 2.75627 -1.16220
C -2.76429 -2.45728 -1.55849
C -0.91841 1.27246 -4.92424
C -2.92359 0.41005 -1.86456
C 3.99723 0.65059 -1.41210
C -1.88934 0.34482 -5.30782
C -0.58893 -1.41048 -4.28752
C 0.25495 0.82652 -4.30669
C -1.17866 3.24798 -0.09001
C 0.37383 -1.18356 3.11806
C -1.91020 -2.03571 3.21206
C 1.48233 -2.29969 -1.93049
C 0.37408 2.73016 2.15378
C -1.19905 -0.46742 4.97534
C 2.76970 -1.24665 3.07490
C -2.16494 1.82900 2.03256
C 3.47661 1.67529 1.05850
C 0.53883 -0.53936 -4.32032
C -3.74894 -0.83323 0.51719
C 1.59861 -1.03717 5.28712
C -1.77362 -0.99850 -4.91395
C 1.93496 -2.49732 -3.34257
H -0.62603 0.45889 5.09632
H 1.41522 2.64085 -1.93076
H -1.03260 -1.12829 5.84290
H 3.76544 0.97645 -2.43221
H -0.23164 3.44992 2.72333
H -3.70406 -2.87821 -1.16273
H 2.96455 -0.43449 2.35872
H -4.64596 -0.55527 -0.05539
H -1.60991 -2.47822 2.26538
H 4.90138 1.15069 -1.02861
H -2.13971 0.94182 2.67387
H 1.20138 -3.06537 -3.97870
H -3.60548 -0.09981 1.31995
H 2.85230 -3.06139 -3.44752
H -2.26622 -0.18126 4.97866
H -0.63723 -2.40316 -3.79817
H -1.03046 2.33262 -5.17018
H -1.52090 4.08359 0.54371
H 2.78393 1.90820 1.88047
H 1.32382 -0.07937 5.73974
H -1.98342 2.95853 -0.77585
H -3.12487 1.36685 -1.36234
H -2.10184 -2.84367 3.92705
H 3.11003 3.13866 -1.62693
H -3.07422 1.82282 1.42682
H -3.85413 -1.83029 0.96444
H 0.81193 2.01766 2.86174
H -2.84320 -1.49164 3.06090
H 2.62726 -1.25269 5.58573
H 1.18562 3.27152 1.66161
H -3.86246 -0.00293 -2.26228
H 3.60732 -1.33031 3.77631
H 4.16604 0.85510 1.30342
H 0.96197 -1.82549 5.69155
H -2.84168 -2.31246 -2.64373
H -0.32123 3.56795 -0.69231
H -2.55267 -1.73866 -5.18239
H 4.14589 -0.43961 -1.38705
H 2.84202 -1.00087 -5.67320
H -1.96508 -3.19588 -1.38830
H -2.19213 2.71933 2.67458
H 4.07530 2.57620 0.83996
H 2.70244 -2.19013 2.52401
H -2.21062 0.57515 -2.68350
H 2.24192 -2.80621 -1.30202
H 1.87405 3.46025 -0.38133
H -2.74730 0.63531 -5.89947
H 0.55856 -2.97180 -1.93218
H 1.00859 1.52934 -4.01425
*
```

Properties
**Gap between HOMO and LUMO (spin up / spin down)**: 8.3 / 8.3 eV
**Largest force on an atom**: 0.0897 hartree/bohr
**ΔE to the lowest compared entry with this formula, charge and spin**: 0.247 eV

Now the Mulliken charges, all in e: 1.0587, -0.0131, 1.0647, 1.1818, 1.2858, -0.6949, 0.2410, 0.3926, -1.3883, -1.1343, -0.9537, -1.2673, -1.3393, -0.4222, 0.1569, -0.0998, -1.3756, 0.2518, -1.0362, -0.7394, -1.5043, -1.1624, -0.8062, -1.3379, -1.7482, -0.1088, -1.6241, -0.9328, -0.8195, -1.0866, 0.3527, 0.1340, 0.3809, 0.3860, 0.5269, 0.4907, -0.0520, 0.5374, 0.2630, 0.4655, 0.0164, 0.5348, 0.1756, 0.6143, 0.3891, 0.4490, 0.4858, 0.4161, 0.3483, 0.3263, 0.2994, 0.4420, 0.3938, 0.5620, 0.4989, 0.5081, 0.3106, 0.2949, 0.3538, 0.4471, 0.5658, 0.4188, 0.5810, 0.3525, 0.2285, 0.3426, 0.4599, 0.3416, 0.3415, 0.3259, 0.5604, 0.4947, 0.2958, -0.0619, 0.5374, 0.4734, 0.4532, 0.2946, 0.6044

=====

DFT (ωB97M-V/def2-TZVPD) results for C41H47Cl3N2OSbV as an isolated structure in a non-equilibrium geometry.

Geometry as ORCA input:
```
! RIJCOSX wB97M-V def2-TZVPD def2/J DEFGRID3
* xyz -1 4
Sb 11.43666 12.19560 8.14820
V 9.89546 12.26753 12.95144
Cl 7.43807 19.09963 11.48365
Cl 8.98947 13.97856 10.82240
Cl 8.84624 16.27299 15.69741
O 9.67730 14.28046 13.77705
N 12.02436 12.60039 12.22306
N 10.86139 12.06984 14.96481
C 6.95563 11.89654 13.79363
C 8.01518 17.50458 13.52244
C 10.10983 9.01461 12.57331
C 9.68087 14.32156 7.07891
C 14.43023 12.39091 8.00565
C 10.88585 10.72375 15.44376
C 10.65564 10.28212 12.39971
C 14.67290 12.90196 11.70886
C 12.28856 8.79168 16.03937
C 10.02041 9.83745 9.26159
C 10.27689 12.77007 5.24806
C 7.65328 17.53576 12.19314
C 10.28740 9.55044 6.78589
C 12.13381 10.11580 15.64466
C 12.02968 10.20484 12.13964
C 10.79547 13.53608 6.46707
C 7.25402 10.17910 15.97756
C 14.11746 11.65010 11.67970
C 8.35033 10.52146 15.23282
C 5.89513 11.50776 14.56403
C 11.97321 14.42239 6.10335
C 7.92622 16.45168 11.36111
C 8.31196 11.47054 14.12304
C 9.87989 8.61552 16.02130
C 8.52631 16.30792 14.00475
C 12.10771 7.81023 11.99298
C 11.16348 8.02112 16.26786
C 8.42530 11.01384 7.80197
C 8.61054 15.34919 11.89250
C 12.58822 13.79965 12.37928
C 12.74717 11.47920 11.94163
C 10.74991 7.78246 12.32745
C 9.72603 9.96030 15.52561
C 13.91896 13.96741 12.07446
C 9.00310 15.24590 13.24802
C 13.41049 11.43038 7.55319
C 12.71174 9.01108 11.98070
C 9.95226 10.49931 7.94308
C 13.69389 11.17662 6.02066
C 13.62723 10.12376 8.31389
C 5.98804 10.68138 15.65188
H 8.79033 13.70419 7.28207
H 14.76141 9.95315 8.37640
H 14.46502 13.32898 7.45910
H 11.04119 12.07934 4.81572
H 13.09119 9.29170 7.88599
H 12.46114 14.82909 6.97878
H 11.38941 7.05510 16.68710
H 10.48583 10.12075 5.83988
H 10.11129 13.39454 4.34029
H 12.80760 13.82580 5.79920
H 12.85687 10.80678 5.41508
H 8.28154 11.36736 6.81887
H 4.91923 11.92118 14.29996
H 14.11506 12.06130 5.58718
H 14.36641 10.29268 5.93701
H 9.39417 12.24392 5.47012
H 7.33324 9.46567 16.81803
H 13.78561 9.04093 11.81360
H 12.65612 6.85226 11.97414
H 7.73393 10.18061 7.99159
H 6.81228 12.50940 12.88850
H 11.06721 9.50168 9.43188
H 15.40505 11.95821 7.79712
H 9.19383 15.05461 6.45394
H 8.20464 11.81799 8.53836
H 14.43556 12.59710 9.05405
H 13.27736 10.24581 9.34164
H 13.26642 8.38299 16.29345
H 9.98131 14.70744 8.05673
H 11.96296 14.58802 12.78629
H 11.65013 15.09923 5.31248
H 12.98964 10.77596 15.50110
H 7.87156 18.35834 14.12109
H 11.15885 8.93563 6.92683
H 7.83803 16.63633 10.32072
H 14.27590 14.95822 12.11233
H 10.27782 6.86753 12.54075
H 5.23573 10.45025 16.32156
H 8.99193 8.88316 12.93126
H 9.92279 10.51868 10.04972
H 9.02653 7.96537 16.23394
H 14.75305 10.82286 11.43716
H 9.37008 8.94740 9.44338
H 15.74767 13.07033 11.48060
H 11.71092 12.59423 15.07604
H 9.50483 8.78689 6.53140
H 10.13113 12.66959 15.36815
*
```

Properties
**Gap between HOMO and LUMO (spin up / spin down)**: 5.8 / 7.4 eV
**Largest force on an atom**: 0.0703 hartree/bohr
**ΔE to the lowest compared entry with this formula, charge and spin**: 1.825 eV

Now the Mulliken charges, all in e: 0.7899, -0.7216, -0.2731, 0.1705, -0.2397, -0.5029, 1.3780, -0.2962, -1.1808, -0.8071, 0.0762, -1.6850, -1.9315, 0.5076, -0.1495, -0.7379, -0.6835, -2.1456, -1.5533, 0.3026, -1.4563, -0.3787, 2.2577, 1.6096, -0.1390, -0.6619, 0.3663, -0.5719, -1.8414, -0.7992, 0.9429, -0.8651, 0.2166, -0.9729, -0.8970, -1.7086, 0.3548, -0.7257, 0.0794, -0.7375, 0.7251, -0.9624, -0.3987, 2.0947, -0.6167, 2.3185, -1.7632, -1.8768, -0.9534, 0.2685, 0.5387, 0.3369, 0.2498, 0.2898, 0.3767, 0.3817, 0.1765, 0.4504, 0.3243, 0.2122, 0.4907, 0.3296, 0.4154, 0.4795, 0.2467, 0.3183, 0.2454, 0.3113, 0.4761, 0.2624, 0.0774, 0.5752, 0.4395, 0.0712, 0.0554, 0.1957, 0.3745, 0.3161, 0.3888, 0.4539, 0.2830, 0.4776, 0.3109, 0.4810, 0.5393, 0.5266, 0.4816, -0.0369, 0.2932, 0.2976, 0.3600, 0.4860, 0.3255, 0.2821, 0.3948, 0.4126

=====

DFT (ωB97M-V/def2-TZVPD) results for a 11-piece molecular cluster, C16H54N2O11 overall in a non-equilibrium geometry.

Geometry as ORCA input:
```
! RIJCOSX wB97M-V def2-TZVPD def2/J DEFGRID3
* xyz 0 1
O -5.41298 1.47917 1.14384
O 5.38702 0.29917 2.59684
O -0.00998 0.70117 0.72484
O -2.04298 -2.23983 -1.91716
O -0.61698 2.68017 -3.79816
O -0.67398 -3.09183 3.41484
O -1.88698 2.17917 -0.51116
O 3.87402 3.24917 -2.22216
O 3.54702 -0.92583 -2.67316
O -2.42598 1.81817 3.00784
O -0.96998 -4.81283 0.83584
N -1.65998 3.90017 0.95684
N -1.98998 4.48417 -1.08916
C 3.30002 1.96117 -1.90316
C -3.11198 -2.73283 -1.17016
C -1.21998 0.37917 -3.67616
C -0.76398 0.69217 4.06084
C 1.29002 -1.53183 -2.07416
C 2.23702 1.97217 -0.82516
C -0.60598 -0.57083 0.63184
C 4.60802 -0.22483 1.50684
C -1.85998 3.52017 -0.25516
C 3.15302 -0.49783 1.86084
C -0.09998 1.39117 -3.90516
C 0.58102 -2.52683 3.56784
C 0.04202 -4.63983 -0.05816
C -4.65798 0.36617 1.15184
C -1.73298 1.83217 4.17284
C 2.26402 -1.23583 -3.20716
H 2.45802 0.36317 2.16984
H -3.67798 -1.95183 -0.63416
H 0.01202 3.27617 -4.24516
H -1.10198 -0.76683 1.55184
H 3.06102 1.40817 -2.84316
H -5.10098 -0.18783 0.35184
H -1.10098 -0.31083 4.14884
H -1.66098 0.52617 -2.63916
H 0.60402 1.33517 -3.09716
H 4.28202 3.28617 -3.09816
H 1.25902 2.32217 -1.18716
H 2.48502 2.46417 0.14684
H -1.45398 -5.67783 0.65184
H 1.10202 -0.60183 -1.48616
H -2.41398 1.67317 5.10684
H 2.12502 1.00617 -0.41916
H -2.98198 -3.53983 -0.42116
H 0.39002 -1.82283 -2.51316
H -5.36198 1.73517 0.22784
H -0.13198 0.76317 3.12384
H -3.55398 0.37717 1.00684
H -0.58298 1.33517 0.24884
H -4.74898 -0.30483 2.00784
H 2.68802 -1.16683 1.19584
H -0.64398 -3.52783 2.58084
H -1.50398 -3.05483 -2.13616
H 1.58602 -2.32583 -1.55916
H 0.68102 -1.75283 2.89984
H 0.83802 -2.20683 4.52184
H -1.89698 0.68617 -4.43816
H -3.74298 -3.14083 -1.97116
H 4.15802 1.38917 -1.55616
H 1.31302 -3.19183 3.16884
H 2.10102 -2.10683 -3.87316
H 0.42702 1.24217 -4.84016
H -2.74098 0.95117 2.99084
H 5.52602 1.22117 2.45084
H 3.07202 -1.18783 2.77384
H 0.25102 -3.60483 -0.08516
H -0.96398 -0.60583 -3.86616
H -1.64298 4.88617 1.25284
H -2.23898 4.16517 -2.01616
H -1.71098 3.26617 1.75084
H -2.10298 5.53017 -0.90916
H -0.05998 0.80117 4.90284
H 4.05902 -0.54383 -3.38616
H -1.12298 2.75117 4.30584
H 4.66402 0.36517 0.57484
H 5.11102 -1.05983 1.21684
H 0.08802 -1.29683 0.40784
H 1.01802 -5.15683 0.22384
H 2.00802 -0.40483 -3.85116
H -1.35398 -0.69483 -0.15016
H -0.30998 -4.80583 -1.08816
*
```

Properties
**Gap between HOMO and LUMO**: 9.6 eV
**Largest force on an atom**: 0.1417 hartree/bohr
**SMILES string**: NC(N)=O.CCO.CCO.CCO.CCO.CCO.CO.CO.CO.CO.CO
**ΔE to the lowest compared entry with this formula, charge and spin**: 4.493 eV

Now the Mulliken charges, all in e: -0.5479, -0.5695, 0.3201, -0.2820, -0.5017, -0.5330, -0.5372, -0.6090, -0.5745, -0.4656, -0.4974, -0.2242, -0.4190, -0.1640, -0.3774, -1.1225, -1.1424, -0.5150, -0.0766, -0.9156, -0.2922, 0.3448, -0.3097, 0.1728, -0.7239, -0.0144, -0.6861, -0.3220, -0.6131, 0.0464, -0.0373, 0.3045, 0.3133, 0.1451, 0.3998, 0.4387, 0.0383, -0.2984, 0.3257, 0.0114, 0.4827, 0.2916, -0.3010, 0.2550, -0.3367, 0.1822, 0.0437, 0.2983, 0.1590, 0.0063, -0.0084, 0.5029, 0.1538, 0.2351, 0.2065, 0.9752, 0.0415, 0.4764, 0.4690, 0.3575, 0.2530, 0.5330, 0.3479, 0.5032, 0.1265, 0.3240, 0.3002, -0.3980, 0.3979, 0.1834, 0.3120, 0.0965, 0.2076, 0.4511, 0.3627, 0.3811, -0.0204, 0.3939, 0.2139, 0.3308, 0.2246, 0.1078, 0.3873